Entry 1:
Molecular formula: C36H62N2O24
Method: DFT, ωB97M-V with the def2-TZVPD basis set

Structure (XYZ):
```
124
Properties=species:S:1:pos:R:3:forces:R:3:lowdin_charge:R:1
O -5.0582 -0.6458 0.9503 1.8651 4.7509 4.8589 -0.05
O -4.4672 -1.1696 -3.6959 0.5345 0.9753 -2.3838 0.02
O -0.4959 4.7256 -0.6477 -1.2632 -2.3942 -3.5254 0.11
O -1.2326 -3.0606 -4.4550 -4.6708 1.7179 -3.5228 0.01
O -0.8417 4.0910 3.5260 -0.9017 -0.5732 0.7258 0.10
O 0.9471 4.5718 4.7118 1.0775 0.9594 1.5663 0.13
O -0.9986 4.4999 -2.8986 -0.2310 2.6552 1.4779 0.11
O -3.7173 1.1293 1.7475 -1.9215 0.0364 1.5926 0.00
O -1.3219 -3.7278 -0.0522 1.1304 -1.9882 -0.5055 0.12
O -2.4775 -1.8303 -5.8983 1.0166 -0.8277 0.6958 0.00
O -5.2875 0.1333 3.0912 1.6464 2.2031 1.5618 0.05
O 1.5846 2.1851 0.2352 -2.2139 -3.2638 0.4770 -0.03
O 2.1975 0.3197 -1.2866 -4.6750 4.0602 6.0709 -0.10
O -6.3809 -2.5568 -3.4052 5.5022 4.6699 -3.9414 -0.09
O -5.8104 -1.6044 -5.4801 1.5206 -0.2670 0.2556 -0.01
O 0.1889 0.3868 -0.0237 0.0199 0.5507 0.4281 -0.04
O 1.1879 -3.0171 5.1520 0.7969 -2.6717 1.8697 0.11
O 2.4038 -1.8711 3.8597 3.0102 2.0111 -2.8211 0.08
O -1.4840 -0.6626 -4.2006 -0.0910 -6.2600 -2.2524 -0.01
O 0.5541 -4.7458 -0.7651 1.0104 2.4570 0.2225 0.06
O -0.9893 2.7341 -1.6829 0.8993 -0.9419 2.3570 0.07
O 3.3441 -3.6023 4.8636 -0.7552 -0.2743 -0.6650 0.16
O -0.9956 5.3677 5.3963 1.0567 -1.8268 -1.4573 0.12
O -1.2974 -5.7829 -0.9305 -3.0840 -1.0804 0.5347 0.12
N 3.8918 6.6332 0.2396 -0.2952 -0.2092 -3.3619 0.14
N 4.7320 0.1457 1.0605 -0.1950 -0.3278 -0.2461 0.16
C -4.1538 -1.3530 -2.3641 0.5444 0.8399 3.6340 -0.05
C 3.9261 6.6864 1.3614 1.0803 0.2006 3.8534 -0.22
C -0.5160 3.5367 -4.9697 -1.1552 0.9014 -0.7618 0.00
C 4.7541 4.5267 3.8624 2.4787 -1.7539 0.9771 -0.13
C 0.2234 3.6402 2.7113 0.1279 1.0770 0.6649 -0.08
C -0.3259 -3.2513 -3.4755 0.9836 -1.1530 1.7930 -0.06
C 0.9685 -5.9537 -1.3013 0.7181 -1.2986 1.6011 -0.31
C -6.3337 -0.7679 3.2591 0.1893 -1.9457 2.7318 -0.04
C -6.9676 -2.4161 -5.8853 -0.7895 1.1921 3.1074 -0.01
C 4.1144 -2.0859 -0.2028 -1.9343 -0.1459 0.0069 -0.14
C 5.1870 5.9087 3.4863 1.5323 1.6332 -0.0388 -0.28
C 4.4632 -0.8075 0.4720 0.1272 -0.4868 -0.2200 -0.21
C 1.4035 3.8469 3.6783 2.8525 -1.4051 -4.8468 -0.38
C 4.0545 6.7120 2.8435 0.7158 0.5827 -1.4671 -0.17
C -0.3386 4.6806 4.6198 -4.2802 3.0958 1.8347 -0.57
C -1.4697 3.5121 -3.7268 3.3242 -1.2751 -2.8954 -0.34
C 4.7215 -3.5823 1.6372 -0.3529 -0.6252 2.6235 -0.12
C 1.3318 0.9475 -0.2919 5.8428 -1.4168 -6.5480 -0.37
C 3.5619 -3.1166 0.8536 0.7990 2.0399 0.0566 -0.24
C -1.3155 2.2642 -2.9546 -1.3450 -0.5002 0.0803 -0.12
C 2.6680 2.9548 -0.2022 1.7102 0.6523 0.8138 -0.05
C 1.3452 -0.9811 4.0395 -1.2595 0.2675 0.5320 -0.26
C -2.9491 -0.5517 -6.4067 0.4938 0.1228 -0.2996 -0.03
C 0.4035 -2.0378 4.6905 -2.1600 3.3268 -1.7220 -0.14
C -0.0479 -0.8226 -0.7754 -0.8034 -0.5615 -2.5380 -0.04
C -4.7105 0.2291 1.9536 -0.3072 -5.0831 -8.5305 -0.44
C -0.8233 4.0510 -1.6478 1.3668 1.9821 2.4669 -0.49
C -3.0100 1.2948 0.5080 1.2593 -0.4304 -1.4847 -0.03
C 2.0067 2.5218 4.1760 0.4493 2.4146 0.7145 -0.01
C 1.9242 -6.5607 -0.2403 0.6635 -0.5219 -2.0136 -0.01
C 2.3878 -2.9312 4.5879 1.4748 -0.8529 2.2823 -0.60
C -0.7411 -4.7106 -0.5000 -0.8505 4.1509 0.6794 -0.61
C -0.3993 -6.7003 -1.4127 2.4155 1.8205 -2.2913 -0.07
C 0.9869 -0.3775 2.6506 -0.3931 0.5962 0.4047 0.00
C -5.4895 -1.7466 -4.1894 -7.7653 -6.1742 3.6740 -0.43
C -1.6885 -1.8348 -4.8102 0.1187 5.7078 2.2088 -0.41
H -6.1454 -1.7178 2.7992 0.2206 -0.3243 -0.2589 0.10
H -4.8616 -0.8737 -1.6495 0.1395 -0.1113 -0.8394 0.10
H -0.2474 -2.4334 3.9262 -0.6703 -0.0210 -0.1810 0.14
H 5.1228 -2.9526 2.4517 -0.4314 0.4810 -0.7099 0.10
H 3.9578 4.5563 4.6695 0.8458 -0.2495 -1.2827 0.09
H 0.4485 -2.6965 -3.8426 3.0198 1.5193 0.1171 0.08
H -7.1883 -2.4090 -6.9039 0.4710 0.6275 -1.7356 0.07
H -6.5982 -0.9063 4.3601 1.2581 0.2552 -1.1489 0.13
H 0.1711 2.6468 2.3594 -0.5914 -1.3657 0.0976 0.09
H -0.9808 4.2780 -5.6357 0.8137 0.8296 0.3503 0.07
H -0.1160 -1.5087 5.4617 -0.7473 -0.3221 0.6580 0.13
H 2.6651 2.1423 3.3653 -0.6238 -0.5074 0.9469 0.10
H -2.4809 3.5463 -3.9785 -1.6510 1.2082 -0.6602 0.14
H 1.4579 -5.8515 -2.2635 0.0610 0.3491 -0.1169 0.14
H 2.9036 -2.6944 1.5800 -0.7139 1.0776 0.1439 0.08
H 0.7514 -1.5232 -0.6445 0.4041 -0.3404 0.5365 0.07
H 3.1774 6.2151 3.1146 -1.6745 -0.4433 1.0157 0.06
H 2.5274 3.2558 -1.1756 -0.3859 0.1939 -2.5740 0.07
H 4.9500 -2.5325 -0.7458 0.1917 0.2562 0.2996 0.11
H -3.5481 1.2549 -0.5100 0.1801 -0.4608 2.0550 0.12
H 1.1761 1.9750 4.6244 0.1184 -0.7402 -0.7186 0.09
H -0.6174 -2.8850 -2.4740 -0.0622 -0.5972 -0.4467 0.10
H 1.4220 -6.5749 0.7187 0.1997 -0.0191 0.2565 0.10
H 2.7200 3.9344 0.2936 -0.5022 -0.6104 0.6805 0.09
H -7.7528 -1.9328 -5.2923 -0.3720 -0.3136 -0.5930 0.10
H -3.1628 -0.8992 -2.1434 -0.5960 -0.2488 -0.7085 0.09
H -0.6839 1.5322 -3.4154 0.8527 -0.3605 0.4154 0.12
H 2.1177 -7.5692 -0.6180 -0.0889 -0.3131 0.5017 0.08
H 4.4022 -4.4374 2.2221 0.3189 -0.6605 -0.0932 0.08
H -6.9610 -3.4147 -5.5018 0.7082 -0.5279 0.1638 0.09
H -2.1439 0.6033 0.5560 -0.8817 -0.1399 -0.4454 0.08
H 0.0673 0.2957 2.5650 0.8135 -1.4685 0.5246 0.11
H 0.1593 4.2488 1.8314 0.6229 0.5451 -0.5354 0.12
H 3.6406 2.4789 -0.1191 -0.1464 -0.4332 0.1765 0.09
H 3.3395 -1.8873 -0.9728 0.4311 0.3088 0.4708 0.10
H -0.6868 2.7243 -5.6985 0.6501 -0.6053 1.0262 0.08
H -7.2055 -0.3691 2.9299 -2.5123 1.2696 -1.7534 0.06
H 5.4968 -3.7859 0.9841 1.8542 -0.9627 -1.0565 0.05
H 1.7677 0.3414 2.4450 0.5127 0.0485 -0.2158 0.04
H 2.1175 4.4564 2.9968 -0.4254 -0.9465 1.7069 0.15
H -0.0187 -0.6186 -1.8981 -0.0793 0.2242 1.4903 0.10
H -0.5705 -6.7498 -2.4907 -0.4073 -1.3269 0.3227 0.15
H 0.5681 3.7905 -4.7008 -1.7199 -0.6230 -0.4762 0.13
H 5.7366 4.0933 4.3260 -1.9434 0.3094 -0.3953 0.11
H 0.0009 -4.3188 -3.5831 -0.5956 0.8418 0.7020 0.12
H -1.0288 -1.3275 -0.5921 0.7794 1.0477 0.7319 0.09
H -2.4518 2.2520 0.4749 -0.9666 -0.0657 0.7763 0.09
H 6.2437 6.0458 3.0182 -2.0488 -0.6577 0.1622 0.15
H 3.9966 7.7440 3.1911 0.0733 -0.0520 -0.1313 0.12
H 2.9748 -3.9204 0.4913 -0.1461 -0.7920 -1.2171 0.07
H -2.1351 0.1413 -6.7185 -0.3185 -0.9405 0.0699 0.11
H 2.5545 2.8648 5.0879 0.3226 -0.6941 -0.8349 0.09
H 1.0372 -1.1260 1.8288 -0.3843 0.2826 0.8355 0.09
H 5.3622 6.3954 4.4461 -0.0762 0.2413 0.1180 0.10
H -3.6479 -0.7967 -7.2049 0.4812 -0.1824 -0.1782 0.10
H 1.6259 -0.1688 4.8152 -0.2420 -1.2410 -1.3410 0.16
H 2.9556 -6.1204 -0.2328 -1.1999 0.1318 0.2434 0.09
H -3.5343 -0.0215 -5.6952 -0.2690 0.1709 1.0008 0.06
H -2.3059 1.8672 -2.8847 -0.4907 -1.0159 0.2131 0.12
H -0.3236 -7.5014 -0.7684 -0.5116 -2.4107 0.5924 0.11
H 4.5867 3.8462 2.9989 -0.5102 0.4855 0.5944 0.08
H -4.1335 -2.3715 -2.0247 -0.0199 -0.7243 -0.4439 0.10
```
Forces are in eV/Å.

Calculated values
**Charge**: 0
**LUMO energy**: 0.1 eV
**Frontier orbital gap**: 9.902 eV


Entry 2:
Molecular formula: C36H62O10
Method: DFT, ωB97M-V with the def2-TZVPD basis set

Structure (XYZ):
```
108
Properties=species:S:1:pos:R:3:forces:R:3:lowdin_charge:R:1
O -1.4210 -1.7335 -7.3717 -0.9202 1.3204 0.4890 0.05
O 0.0179 -4.8086 -5.1486 0.1650 0.3929 0.2135 -0.07
O 1.7705 2.7479 6.3787 -0.1232 -0.1171 -0.3276 -0.07
O 1.3643 4.5697 10.3969 0.1301 -0.1772 -0.0159 -0.08
O 3.3359 1.8420 0.8622 0.2753 0.2343 -0.0242 -0.08
O -1.7164 0.3415 -4.8466 0.0204 0.7862 0.2161 0.11
O -3.6171 -2.1517 -7.3651 0.6137 0.6615 0.0106 0.08
O -2.2458 -6.4861 -1.5687 -0.2704 -0.1722 -0.1049 -0.06
O 2.6470 -2.4089 1.1434 0.0786 0.1848 0.0732 -0.07
O -2.5767 1.5283 -0.2447 0.3476 0.5362 -0.4041 0.11
C -0.7338 -5.6411 -7.2566 -0.1958 0.1458 -0.2912 -0.06
C 3.9487 3.7359 6.6500 0.1687 -0.0701 -0.2155 -0.06
C -3.3523 2.4539 -2.3613 -0.1195 0.1731 -1.0348 -0.06
C -0.5263 1.7644 -3.2387 0.2234 0.5949 1.0093 -0.06
C 3.3890 0.1887 2.6120 0.1586 0.0252 0.0769 -0.06
C 0.4723 -5.3045 -6.4048 -0.2610 -0.6145 0.0935 -0.50
C -2.0299 -5.0010 0.3141 -0.1899 -0.0545 0.2209 -0.06
C 2.4860 3.9816 6.3139 0.1344 0.0624 0.6529 -0.50
C 3.2830 1.6669 2.2829 -0.5488 -0.3609 -0.0357 -0.48
C -4.1795 0.6761 -6.7819 0.3038 0.7639 -0.3274 -0.16
C -1.7689 1.2718 -4.0742 0.0030 0.8562 1.0670 -0.26
C 3.1369 -2.9274 -0.0893 -0.2503 -0.5983 0.1481 -0.49
C -0.7989 2.1388 -1.8289 1.6425 0.1562 -1.1004 -0.05
C -3.7424 2.1367 -6.3355 -0.1974 0.6577 0.2903 -0.16
C 1.6274 2.7951 -1.6060 -0.9644 -0.7067 -1.3316 -0.06
C -0.8931 3.8707 10.8598 -0.1304 -0.0986 -0.2416 -0.06
C -2.5531 -5.1714 -1.1038 0.7235 0.1415 0.0620 -0.49
C 4.0536 -4.1101 0.1821 0.2608 0.0463 0.0297 -0.06
C -5.4339 3.6615 -3.0072 1.8588 -1.1648 -0.0884 -0.05
C 0.9813 3.3873 12.4599 0.2124 -0.1951 0.0542 -0.06
C 1.9637 -3.3178 -0.9646 -0.1597 0.1243 -0.3092 -0.07
C -2.2743 1.9873 -1.3192 0.1320 0.3688 -1.1475 -0.29
C -4.0191 2.4916 -4.8405 -0.2465 0.2249 2.1952 -0.13
C -2.7390 -1.3317 -7.5392 -1.0530 -0.7255 0.1862 -0.47
C 0.8005 1.8802 -3.8364 -0.7580 0.3803 2.2533 -0.01
C -3.1830 0.1222 -7.8969 0.6229 -0.0730 0.0062 -0.09
C -5.1864 3.2859 -4.4070 1.0530 -0.3647 1.0981 -0.02
C 1.9914 2.2632 2.8192 0.0198 0.2577 0.1081 -0.06
C 1.8915 2.3963 -3.0054 -2.3755 -0.1297 0.6466 -0.04
C 1.8581 4.9816 7.2718 -0.1156 0.0475 -0.0727 -0.06
C -3.0876 2.0772 -3.7746 -1.2578 0.9858 0.5249 -0.01
C -1.9438 -4.1453 -2.0452 -0.1439 0.0819 -0.2100 -0.06
C 0.5840 3.5371 10.9996 -0.2887 0.5004 0.4915 -0.49
C -4.5068 3.2359 -1.9385 0.4966 -0.7939 -2.9697 0.00
C 0.2999 2.6547 -1.0033 -0.0182 -0.8051 -2.1017 0.00
C 1.3682 -6.5142 -6.1886 0.2485 0.0417 0.0603 -0.06
H 1.1201 1.7739 2.3717 0.0726 -0.1372 0.0521 0.08
H -5.1812 0.7772 -7.2737 0.7286 -0.3529 0.7840 0.11
H 0.4125 2.5908 12.9444 0.0189 0.0542 0.0142 0.08
H 3.3685 0.0194 3.6914 -0.0118 0.0219 -0.0271 0.08
H -1.3529 -6.4044 -6.7753 0.1277 -0.0648 0.0055 0.09
H -2.1772 -3.1277 -1.7240 0.0509 -0.0168 -0.0411 0.08
H 0.8114 4.3197 13.0067 -0.1330 -0.0271 -0.0536 0.08
H 0.0899 2.9282 0.0601 0.3704 -0.2407 -1.1107 0.11
H 1.8388 2.4126 7.2810 0.0112 0.0951 -0.0786 0.08
H -4.6258 3.5041 -0.8673 -0.0238 -0.2497 -1.0194 0.11
H 2.8925 2.5087 -3.4770 -0.8423 -0.0398 0.6909 0.10
H 1.3129 -2.4577 -1.1372 0.0737 -0.0198 -0.0374 0.08
H 1.8900 4.6104 8.2999 0.1266 0.0783 -0.1718 0.05
H 1.1784 5.3939 10.8635 0.0074 -0.0982 -0.0346 0.10
H 1.9234 3.3245 2.5647 0.0683 -0.0206 0.0446 0.08
H 1.9299 2.1594 3.9049 -0.0669 -0.0008 -0.0419 0.06
H 4.3152 -0.2280 2.2106 -0.0376 0.0286 0.0406 0.08
H -1.4550 -2.2637 -6.5460 0.2052 -0.0571 -0.7266 0.12
H 2.2997 -3.7013 -1.9308 -0.0721 -0.0105 0.0192 0.08
H -2.3201 -4.2863 -3.0610 -0.0593 0.0497 0.0696 0.08
H -1.5178 3.0886 11.2966 -0.0002 0.0589 -0.0029 0.08
H 3.5169 -4.9057 0.7083 -0.0819 0.0119 -0.1150 0.08
H -0.8554 -4.2534 -2.0941 -0.0106 0.0256 0.1384 0.07
H -6.3088 4.2901 -2.7082 0.8532 -0.6869 -0.5780 0.10
H 0.8053 5.1396 7.0253 0.0688 0.0232 -0.0761 0.08
H 4.5280 4.6601 6.5923 -0.0009 -0.0457 0.0367 0.08
H 1.3529 -4.0851 -0.4777 0.1182 -0.0660 0.0090 0.07
H -1.3624 -4.7567 -7.3819 0.0533 -0.0420 -0.0829 0.07
H -1.1621 3.9857 9.8075 0.0315 -0.0760 0.0423 0.08
H -4.2360 0.0315 -5.8724 0.0445 0.3320 -1.0066 0.12
H -4.2850 2.8903 -6.9777 0.5325 -0.6969 0.6828 0.12
H 1.7402 -6.9050 -7.1381 -0.0219 -0.0186 0.0494 0.08
H 1.0468 -4.5066 -6.8812 -0.0648 0.0961 0.2014 0.14
H 2.0458 3.1587 12.5460 -0.0667 -0.0495 -0.0382 0.08
H 0.8038 2.6113 10.4625 0.1198 0.1446 -0.0963 0.14
H 4.8856 -3.8110 0.8234 -0.0230 0.0323 -0.0840 0.08
H 4.4577 -4.5182 -0.7470 -0.0203 -0.0204 0.0488 0.08
H 0.8265 -7.3120 -5.6711 -0.0852 0.0158 -0.1182 0.08
H 3.7037 -2.1287 -0.5738 -0.0604 0.0971 0.2005 0.14
H 2.4822 3.1997 -1.0065 -1.0272 -0.4630 -0.5586 0.10
H 4.1373 2.2000 2.7076 0.0140 0.0791 -0.2507 0.14
H 2.2222 -6.2515 -5.5602 -0.0170 0.0345 -0.0848 0.08
H -1.1258 4.8194 11.3529 0.0585 -0.0752 0.1094 0.08
H -0.4904 -5.5080 -4.7187 0.0133 0.0737 -0.0787 0.08
H -3.6408 -5.0732 -1.1078 0.0419 -0.2143 -0.0700 0.14
H 2.5685 -0.3668 2.1552 0.0101 0.0851 0.0834 0.06
H -3.7138 0.0565 -8.8834 0.4654 -0.0392 0.9227 0.12
H -0.9448 -5.1412 0.3477 -0.0048 0.1028 -0.1023 0.07
H -5.8937 3.6404 -5.2032 0.7486 -0.3784 0.9519 0.11
H -2.2653 -4.0088 0.7056 0.0515 -0.0326 -0.0006 0.08
H 4.3833 3.0074 5.9614 -0.0287 0.0794 -0.0268 0.07
H -2.6467 2.3206 -6.5179 -1.0089 -0.3930 0.1776 0.11
H -1.2856 -6.5832 -1.5684 -0.0990 0.0539 0.0416 0.08
H -0.4398 -6.0058 -8.2434 -0.0392 0.0049 0.0290 0.08
H 2.1436 -3.1049 1.5839 0.0561 0.0389 -0.0955 0.09
H 2.3746 5.9439 7.2324 -0.0189 -0.0225 0.0166 0.08
H 2.4021 4.3511 5.2889 -0.0999 -0.2364 -0.0241 0.13
H 2.5837 1.3736 0.4775 0.0842 -0.0404 0.1208 0.07
H 0.9016 1.5717 -4.9059 0.1613 0.3487 1.1590 0.12
H -2.3357 0.8427 -8.0314 -0.5545 -0.8598 0.1829 0.11
H -2.4672 -5.7510 0.9769 -0.0391 0.0634 -0.0472 0.08
H 4.0518 3.3217 7.6576 -0.0736 0.1322 0.0317 0.08
```
Forces are in eV/Å.

Calculated values
**Charge**: 0
**LUMO energy**: -0.6 eV
**Frontier orbital gap**: 8.586 eV